(1)
# C2H10NO

A cluster of 2 separate species, C2H10NO in total (ωB97M-V with the def2-TZVPD basis set, the OMol25 dataset).

Geometry as ORCA input:
```
! RIJCOSX wB97M-V def2-TZVPD def2/J DEFGRID3
* xyz 0 2
O 2.22 -0.64 -1.96
N 0.51 -0.32 0.50
C -0.48 0.76 0.81
C -1.91 0.41 0.45
H 1.97 -0.80 -2.89
H 0.88 -0.66 1.45
H 1.31 0.03 -0.05
H 2.85 -1.31 -1.68
H -2.14 0.51 -0.61
H -0.48 1.00 1.87
H -0.08 1.69 0.42
H -2.59 1.09 0.94
H 0.14 -1.15 0.00
H -2.20 -0.59 0.75
*
```

## Properties
Largest force on an atom in eV/A: 1.0
Frontier orbital gap (spin up / spin down) in eV: 4.30 / 12.51
<S²>: 0.75

=====

(2)
# C2H10NO

A cluster of 2 separate species, C2H10NO in total at a distorted geometry (ωB97M-V with the def2-TZVPD basis set, the OMol25 dataset).

Geometry as ORCA input:
```
! RIJCOSX wB97M-V def2-TZVPD def2/J DEFGRID3
* xyz 1 1
O -1.17 0.94 0.15
N 0.40 -1.39 0.01
C 1.49 -1.68 -0.99
C -0.66 2.15 0.73
H 1.71 -0.75 -1.51
H 2.41 -1.94 -0.48
H -0.28 -0.79 -0.44
H 0.79 -0.95 0.84
H -0.04 -2.26 0.28
H -0.31 2.81 -0.06
H -1.42 2.72 1.26
H 1.19 -2.51 -1.62
H 0.20 1.89 1.31
H -2.13 0.88 0.23
*
```

## Properties
Largest force on an atom in eV/A: 1.4
Frontier orbital gap in eV: 11.06

=====

(3)
# C2H10NO

A cluster of 2 separate species, C2H10NO in total at a distorted geometry (ωB97M-V with the def2-TZVPD basis set, the OMol25 dataset).

Geometry as ORCA input:
```
! RIJCOSX wB97M-V def2-TZVPD def2/J DEFGRID3
* xyz 1 1
O 0.44 1.32 1.93
N 0.15 0.02 -0.62
C -1.22 -0.03 0.26
C 0.66 -1.27 -1.23
H -1.62 1.01 0.36
H -1.05 -0.67 1.13
H -0.20 0.65 -1.42
H 0.98 0.59 -0.25
H 0.91 -1.90 -0.43
H 1.51 -0.90 -1.86
H 1.18 1.23 2.61
H -1.98 -0.52 -0.40
H 0.28 2.24 1.79
H -0.02 -1.77 -1.87
*
```

## Properties
Largest force on an atom in eV/A: 3.0
Frontier orbital gap in eV: 12.48